# 1
Computed, not measured: a single C4H12N2S molecule, with ωB97M-V with the def2-TZVPD basis set.

Calculated values
SMILES	CN[C@H](CN)CS
energy relative to the best compared isomer or geometry (same formula, charge and spin)	43.4	kJ/mol
HOMO energy	-0.321	Eh
LUMO	0.91	eV
frontier orbital gap	9.64	eV

Last column: Löwdin charge in e.
Cartesian coordinates (Å):
C (-0.523, -2.623, -0.845)  -0.15
N (0.321, -1.547, -1.306)  -0.10
C (0.496, -0.407, -0.418)  -0.44
C (0.635, -0.779, 1.054)  -0.28
N (1.341, 0.236, 1.821)  -0.01
C (-0.678, 0.545, -0.728)  -0.51
S (-0.539, 2.129, 0.147)  0.72
H (-0.149, -3.247, -0.018)  0.07
H (-1.495, -2.249, -0.541)  0.07
H (-0.714, -3.323, -1.668)  0.08
H (1.213, -1.898, -1.619)  0.11
H (1.402, 0.107, -0.737)  0.14
H (1.228, -1.695, 1.086)  0.11
H (-0.349, -1.069, 1.453)  0.12
H (0.729, 1.010, 2.050)  0.00
H (1.629, -0.130, 2.723)  0.07
H (-0.680, 0.692, -1.804)  0.07
H (-1.593, 0.097, -0.349)  0.06
H (-1.802, 2.499, -0.099)  -0.14

---

# 2
Computed, not measured: 7 unconnected molecules or ions with the total composition C32H58F4O10 in a non-equilibrium geometry, with ωB97M-V with the def2-TZVPD basis set.

Calculated values
SMILES	O=C1O[C@@H](C[C@H](O)C(F)(F)F)[C@@H](CCF)O1.C1CCOC1.C1CCOC1.C1CCOC1.C1CCOC1.C1CCOC1.C1CCOC1
energy relative to the best compared isomer or geometry (same formula, charge and spin)	631.7	kJ/mol
HOMO energy	-0.333	Eh
LUMO	0.50	eV
frontier orbital gap	9.56	eV

Last column: Löwdin charge in e.
Cartesian coordinates (Å):
O (-0.761, 4.310, 0.100)  0.01
C (-1.166, 3.083, -0.304)  -0.20
O (-0.935, 2.635, -1.715)  0.01
C (-0.961, 1.160, -1.582)  -0.21
C (0.434, 0.321, -1.769)  -0.04
C (1.229, -0.033, -0.380)  -0.21
O (1.062, 0.947, 0.704)  -0.04
C (2.854, -0.011, -0.767)  -0.15
F (3.205, 1.444, -0.967)  -0.01
F (3.694, -0.443, 0.410)  0.00
F (3.124, -0.842, -1.975)  0.01
C (-1.980, 0.825, -0.345)  -0.21
C (-2.036, -0.674, 0.311)  -0.08
C (-1.917, -1.912, -0.757)  -0.10
F (-0.946, -2.894, -0.144)  -0.15
O (-1.807, 2.009, 0.514)  -0.02
H (-1.619, 0.853, -2.526)  0.17
H (1.153, 1.001, -2.434)  0.13
H (0.311, -0.685, -2.400)  0.14
H (0.975, -1.136, -0.060)  0.16
H (0.548, 0.434, 1.423)  0.13
H (-3.053, 1.003, -0.834)  0.17
H (-3.111, -0.780, 0.821)  0.11
H (-1.267, -0.819, 1.211)  0.13
H (-2.985, -2.429, -0.870)  0.14
H (-1.593, -1.601, -1.842)  0.12
C (3.801, 3.410, -5.495)  -0.19
C (4.553, 2.687, -4.408)  -0.16
C (3.438, 1.986, -3.663)  -0.22
O (2.408, 1.707, -4.622)  -0.15
C (2.701, 2.427, -5.828)  -0.20
H (4.418, 3.668, -6.360)  0.12
H (3.368, 4.335, -5.095)  0.11
H (5.227, 1.946, -4.854)  0.12
H (5.145, 3.346, -3.769)  0.11
H (3.008, 2.634, -2.891)  0.11
H (3.767, 1.055, -3.194)  0.10
H (3.032, 1.701, -6.579)  0.12
H (1.795, 2.918, -6.193)  0.12
C (1.036, -5.840, -3.241)  -0.18
C (-0.133, -6.719, -3.603)  -0.18
C (-1.306, -5.915, -3.087)  -0.21
O (-0.937, -4.533, -3.181)  -0.15
C (0.468, -4.454, -3.457)  -0.21
H (1.931, -6.032, -3.837)  0.12
H (1.291, -5.978, -2.183)  0.12
H (-0.199, -6.819, -4.693)  0.12
H (-0.080, -7.722, -3.171)  0.12
H (-1.507, -6.136, -2.033)  0.12
H (-2.221, -6.092, -3.661)  0.12
H (0.587, -4.135, -4.498)  0.12
H (0.930, -3.705, -2.808)  0.11
C (-6.776, -0.249, 2.702)  -0.17
C (-6.982, 1.163, 2.218)  -0.17
C (-5.664, 1.460, 1.538)  -0.20
O (-5.169, 0.215, 1.027)  -0.17
C (-5.952, -0.850, 1.584)  -0.20
H (-7.707, -0.792, 2.884)  0.12
H (-6.195, -0.242, 3.632)  0.10
H (-7.796, 1.188, 1.484)  0.12
H (-7.220, 1.871, 3.016)  0.12
H (-4.927, 1.846, 2.250)  0.12
H (-5.767, 2.179, 0.720)  0.12
H (-6.592, -1.245, 0.788)  0.12
H (-5.293, -1.650, 1.931)  0.11
C (5.321, 8.092, -4.280)  -0.18
C (6.742, 7.590, -4.301)  -0.18
C (6.550, 6.105, -4.520)  -0.20
O (5.347, 5.949, -5.286)  -0.16
C (4.657, 7.205, -5.311)  -0.20
H (5.228, 9.156, -4.510)  0.12
H (4.879, 7.913, -3.293)  0.12
H (7.277, 8.026, -5.153)  0.12
H (7.303, 7.818, -3.392)  0.12
H (6.411, 5.578, -3.569)  0.11
H (7.388, 5.647, -5.053)  0.12
H (4.760, 7.623, -6.319)  0.12
H (3.594, 7.047, -5.106)  0.12
C (-3.961, -1.314, 6.797)  -0.18
C (-4.167, 0.098, 6.313)  -0.18
C (-2.849, 0.395, 5.633)  -0.20
O (-2.354, -0.850, 5.121)  -0.15
C (-3.137, -1.915, 5.679)  -0.21
H (-4.892, -1.857, 6.979)  0.12
H (-3.380, -1.307, 7.727)  0.12
H (-4.981, 0.123, 5.579)  0.10
H (-4.405, 0.806, 7.111)  0.12
H (-2.112, 0.781, 6.345)  0.12
H (-2.952, 1.114, 4.815)  0.12
H (-3.777, -2.310, 4.883)  0.12
H (-2.478, -2.715, 6.026)  0.11
C (1.216, -3.437, 5.339)  -0.18
C (1.968, -4.161, 6.426)  -0.18
C (0.853, -4.861, 7.171)  -0.21
O (-0.177, -5.141, 6.212)  -0.14
C (0.116, -4.420, 5.006)  -0.21
H (1.833, -3.179, 4.475)  0.12
H (0.783, -2.513, 5.740)  0.12
H (2.642, -4.902, 5.980)  0.12
H (2.560, -3.501, 7.066)  0.12
H (0.423, -4.214, 7.943)  0.12
H (1.182, -5.792, 7.640)  0.12
H (0.446, -5.146, 4.255)  0.12
H (-0.790, -3.929, 4.641)  0.11

---

# 3
Computed, not measured: 2 unconnected molecules or ions with the total composition CH6BNO in a non-equilibrium geometry, with ωB97M-V with the def2-TZVPD basis set.

Calculated values
energy relative to the best compared isomer or geometry (same formula, charge and spin)	439.8	kJ/mol
HOMO energy (alpha / beta)	-0.319 / -0.261	Eh
LUMO (alpha / beta)	-0.11 / 0.40	eV
frontier orbital gap (alpha / beta)	8.58 / 7.51	eV

Last column: Löwdin charge in e.
Cartesian coordinates (Å):
B (-0.503, 1.020, 0.314)  -0.39
C (1.370, -2.269, 0.270)  0.08
N (-0.660, 1.263, -1.131)  0.10
O (-1.142, 1.611, 1.300)  0.12
H (0.671, -2.254, 1.052)  -0.05
H (2.381, -2.433, 0.565)  -0.03
H (1.032, -1.777, -0.678)  -0.01
H (-0.482, 0.525, -1.733)  0.01
H (-1.541, 1.755, -1.384)  0.08
H (-1.125, 2.561, 1.424)  0.10

---

# 4
Computed, not measured: a molecular structure, C3H4FNO in a non-equilibrium geometry, with ωB97M-V with the def2-TZVPD basis set.

Calculated values
energy relative to the best compared isomer or geometry (same formula, charge and spin)	239.8	kJ/mol
HOMO energy	-0.358	Eh
LUMO	0.94	eV
frontier orbital gap	10.69	eV

Last column: Löwdin charge in e.
Cartesian coordinates (Å):
C (0.372, -0.706, -0.728)  0.06
C (0.336, -1.717, 0.176)  0.04
C (0.423, 0.179, 0.460)  -0.61
N (-0.514, 1.183, 0.632)  0.16
O (0.462, -0.825, 1.323)  0.03
F (1.898, 0.789, 0.346)  -0.13
H (0.388, -0.298, -1.745)  0.12
H (0.535, -2.710, 0.455)  0.11
H (-0.471, 1.777, -0.202)  0.11
H (-0.307, 1.732, 1.467)  0.11

---

# 5
Computed, not measured: a molecular structure, C36H33BaCl2N7O5SSeSi in a non-equilibrium geometry, with ωB97M-V with the def2-TZVPD basis set.

Calculated values
energy relative to the best compared isomer or geometry (same formula, charge and spin)	106.6	kJ/mol
HOMO energy	-0.054	Eh
LUMO	3.21	eV
charge	-2
frontier orbital gap	4.69	eV

Last column: Löwdin charge in e.
Cartesian coordinates (Å):
Ba (-0.390, -0.310, -0.793)  1.62
Cl (0.902, -5.124, -6.214)  0.60
C (0.223, -4.379, -4.782)  -0.69
C (0.813, -3.231, -4.289)  -0.05
C (0.350, -2.605, -3.121)  -0.22
N (0.989, -1.501, -2.513)  -0.13
C (1.833, -0.716, -3.199)  -0.53
O (2.011, -0.626, -4.420)  -0.01
C (2.719, 0.148, -2.294)  -0.22
C (3.829, 0.749, -2.873)  -0.01
C (4.698, 1.461, -2.060)  -0.07
C (4.436, 1.549, -0.696)  -0.08
C (3.292, 0.942, -0.207)  -0.15
N (2.440, 0.261, -0.987)  0.02
C (-0.744, -3.188, -2.439)  -0.23
C (-1.349, -4.323, -2.982)  -0.06
C (-0.881, -4.920, -4.138)  -0.69
Cl (-1.702, -6.342, -4.747)  0.59
N (-1.236, -2.573, -1.251)  -0.17
C (-1.637, -3.371, -0.238)  -0.52
O (-1.511, -4.598, -0.108)  0.00
C (-2.382, -2.650, 0.886)  -0.20
C (-3.402, -3.351, 1.529)  -0.02
C (-4.083, -2.749, 2.572)  -0.07
C (-3.715, -1.468, 2.966)  -0.07
C (-2.695, -0.840, 2.282)  -0.16
N (-2.034, -1.405, 1.254)  0.01
H (1.656, -2.804, -4.811)  0.10
H (3.964, 0.644, -3.940)  0.11
H (5.569, 1.950, -2.483)  0.10
H (5.097, 2.084, -0.024)  0.10
H (3.031, 1.012, 0.848)  0.10
H (-2.194, -4.759, -2.473)  0.11
H (-3.615, -4.359, 1.199)  0.11
H (-4.886, -3.273, 3.082)  0.10
H (-4.204, -0.962, 3.791)  0.10
H (-2.372, 0.154, 2.575)  0.06
Se (1.266, 3.129, 3.883)  0.98
N (1.367, 2.887, 2.119)  -0.24
C (1.899, 3.970, 1.597)  -0.38
C (2.139, 4.147, 0.181)  -0.03
C (2.663, 5.315, -0.244)  -0.08
C (2.991, 6.381, 0.683)  -0.09
C (2.799, 6.259, 2.016)  -0.05
C (2.236, 5.033, 2.531)  -0.42
N (1.980, 4.782, 3.793)  -0.25
H (1.881, 3.346, -0.507)  0.09
H (2.835, 5.461, -1.309)  0.10
H (3.388, 7.310, 0.288)  0.09
H (3.060, 7.058, 2.702)  0.10
C (0.798, 2.874, -3.559)  -0.30
Si (-0.731, 2.334, -2.501)  0.33
C (-1.253, 4.050, -1.776)  -0.30
C (-2.054, 2.136, -3.891)  -0.31
H (0.533, 3.644, -4.316)  0.01
H (1.221, 2.009, -4.101)  0.00
H (1.605, 3.291, -2.921)  -0.01
H (-1.293, 4.838, -2.556)  0.01
H (-0.564, 4.391, -0.992)  -0.02
H (-2.259, 3.974, -1.323)  -0.01
H (-2.180, 3.067, -4.482)  0.01
H (-3.036, 1.866, -3.467)  0.00
H (-1.758, 1.330, -4.587)  0.01
C (-4.097, 3.536, 1.424)  -0.01
C (-3.021, 2.513, 1.146)  -0.60
N (-1.897, 2.655, 1.897)  0.18
O (-3.182, 1.644, 0.296)  -0.01
H (-4.114, 3.838, 2.477)  0.07
H (-5.057, 3.112, 1.145)  0.08
H (-3.912, 4.419, 0.807)  0.08
H (-1.801, 3.386, 2.568)  0.08
H (-1.103, 2.056, 1.779)  0.03
O (-3.147, -3.261, 8.198)  0.09
C (-3.131, -1.919, 8.006)  -0.51
O (-3.785, -1.249, 8.750)  0.09
C (-2.295, -1.407, 6.889)  -0.17
C (-1.544, -2.218, 6.036)  -0.05
C (-0.764, -1.685, 5.026)  -0.12
C (-0.672, -0.291, 4.822)  -0.73
S (0.325, 0.370, 3.567)  0.46
C (-1.451, 0.517, 5.683)  -0.11
C (-2.239, -0.031, 6.682)  -0.04
H (-2.605, -3.679, 7.524)  0.07
H (-1.543, -3.301, 6.141)  0.10
H (-0.201, -2.333, 4.365)  0.10
H (-1.414, 1.590, 5.548)  0.08
H (-2.834, 0.598, 7.333)  0.11

---

# 6
Computed, not measured: a molecular structure, C4H5IrLiO5 in a non-equilibrium geometry, with ωB97M-V with the def2-TZVPD basis set.

Calculated values
energy relative to the best compared isomer or geometry (same formula, charge and spin)	175.6	kJ/mol
HOMO energy (alpha / beta)	-0.931 / -0.973	Eh
LUMO (alpha / beta)	-17.44 / -19.51	eV
2S+1	6
charge	+4
frontier orbital gap (alpha / beta)	7.88 / 6.97	eV

Last column: Löwdin spin population.
Cartesian coordinates (Å):
O (2.759, -1.063, 0.115)  0.18
C (1.943, -0.080, 0.135)  0.07
O (2.293, 0.996, 0.657)  0.14
O (0.748, -0.287, -0.379)  0.42
C (-0.794, 0.570, -0.129)  0.23
C (0.021, 1.086, -1.237)  0.14
Ir (3.964, 0.197, 0.952)  2.65
H (-0.961, 1.274, 0.689)  0.01
H (-1.421, 0.997, -1.329)  0.15
H (0.415, 2.084, -1.015)  0.01
H (0.105, 0.576, -2.200)  0.01
Li (2.493, -2.724, -0.718)  0.00
O (-1.669, -0.591, 0.147)  0.20
C (-2.700, -0.475, 0.822)  0.60
O (-3.276, -1.415, 1.404)  0.18
H (-3.921, -1.145, 2.088)  0.02